1.
Molecular formula: C3H6N2
Method: DFT, ωB97M-V/def2-TZVPD

The geometry in XYZ format:
```
11
Properties=species:S:1:pos:R:3:nbo_charge:R:1
C 1.37 0.02 0.08 -0.60
C -0.10 0.14 -0.39 -0.14
N -0.87 -0.84 0.37 -0.79
C -0.78 1.48 -0.39 0.25
N -1.56 2.33 -0.43 -0.33
H 1.92 0.96 0.01 0.22
H 1.41 -0.32 1.12 0.21
H 1.86 -0.73 -0.55 0.23
H -0.11 -0.14 -1.45 0.23
H -1.86 -0.68 0.23 0.37
H -0.69 -0.73 1.36 0.36
```

Summary:
**LUMO level**: 0.840 eV
**Highest occupied orbital energy**: -0.3795 hartree
**SMILES**: C[C@@H](N)C#N
**Frontier orbital gap**: 11.17 eV

2.
Molecular formula: C14H22ClMoO2P
Method: DFT, ωB97M-V/def2-TZVPD

The geometry in XYZ format:
```
41
Properties=species:S:1:pos:R:3:lowdin_spin:R:1
Cl -0.24 -2.16 1.06 0.15
C 2.00 0.97 0.64 0.01
C 1.61 1.56 -0.62 0.01
C 1.67 0.53 -1.62 0.02
H 1.41 2.62 -0.79 0.00
C 2.09 -0.70 -1.00 0.02
C 2.35 -0.39 0.38 0.00
H 2.75 -1.10 1.09 0.00
H 2.06 1.47 1.60 0.00
H 1.51 0.63 -2.69 0.01
C 2.25 -2.03 -1.66 0.01
Mo 0.18 -0.04 -0.15 1.61
C -1.06 -1.18 -1.35 0.06
O -1.69 -1.97 -1.94 0.06
C -0.91 0.26 1.90 0.01
O -1.48 0.21 2.91 0.01
H 1.53 -2.16 -2.47 0.00
H 2.12 -2.85 -0.94 0.00
H 3.26 -2.11 -2.08 0.00
C -2.78 2.23 -3.39 0.00
C -2.16 2.80 -2.12 0.00
P -1.64 1.72 -0.72 -0.01
C -1.15 3.06 0.46 0.01
C -2.19 4.06 0.94 0.00
C -3.27 0.98 -0.29 0.00
C -4.49 1.88 -0.07 0.00
H -2.07 1.65 -3.98 0.00
H -3.10 3.08 -4.00 0.00
H -3.66 1.63 -3.19 0.00
H -1.28 3.43 -2.38 0.00
H -2.89 3.47 -1.64 0.00
H -0.66 2.60 1.33 0.00
H -0.37 3.62 -0.08 0.00
H -2.99 3.61 1.54 0.00
H -1.67 4.78 1.59 0.00
H -2.63 4.64 0.12 0.00
H -3.49 0.31 -1.14 0.00
H -3.12 0.32 0.58 0.00
H -4.73 2.50 -0.94 0.00
H -5.35 1.21 0.10 0.00
H -4.41 2.52 0.81 0.00
```

Summary:
**Spin multiplicity**: 3
**Expectation value of S²**: 2.023
**LUMO level (spin up / spin down)**: -8.518 / -9.874 eV
**Highest occupied orbital energy (spin up / spin down)**: -0.6328 / -0.6429 hartree
**Charge**: +2
**Frontier orbital gap (spin up / spin down)**: 8.70 / 7.62 eV

3.
Molecular formula: C24H23CaCl3N10O2SSeSi
Method: DFT, ωB97M-V/def2-TZVPD

The geometry in XYZ format:
```
66
Properties=species:S:1:pos:R:3:nbo_charge:R:1
Ca 1.00 0.60 0.13 1.78
N 2.29 -0.83 1.54 -0.94
C 2.29 -2.03 0.73 0.11
C 3.49 -2.70 0.46 -0.24
C 3.43 -4.02 0.00 -0.22
C 2.25 -4.64 -0.35 -0.17
C 1.04 -3.84 -0.33 -0.12
C -0.20 -4.40 -0.69 -0.10
C -1.27 -3.49 -0.89 -0.25
C -1.14 -2.19 -0.46 0.07
N -0.03 -1.75 0.22 -0.56
C 1.12 -2.54 0.15 0.17
H 3.26 -0.59 1.81 0.41
H 1.67 -0.89 2.35 0.46
H 4.48 -2.25 0.58 0.22
H 4.37 -4.58 -0.13 0.22
H 2.17 -5.66 -0.75 0.22
H -0.34 -5.46 -0.91 0.23
H -2.16 -3.82 -1.33 0.24
H -1.94 -1.40 -0.63 0.25
N 1.62 3.33 -0.49 -0.71
N 2.20 3.80 0.72 -0.51
C 1.95 3.12 1.90 0.89
O 2.78 3.39 2.90 -0.79
O 1.05 2.24 1.92 -0.82
H 2.09 3.79 -1.26 0.37
H 0.65 3.59 -0.55 0.38
H 3.08 4.33 0.64 0.40
C -4.30 2.12 -2.34 -0.41
N -2.95 2.29 -2.88 -0.37
C -2.52 2.82 -4.19 -0.04
C -1.24 2.49 -4.31 -0.09
N -0.83 1.74 -3.19 -0.43
C -1.81 1.82 -2.22 0.27
S -1.61 1.47 -0.62 -0.22
C 0.23 0.76 -3.27 0.39
C 0.39 0.10 -4.51 -0.24
C 1.24 -0.99 -4.68 -0.13
C 2.29 -1.05 -3.72 -0.25
C 2.21 -0.26 -2.58 0.03
N 1.08 0.49 -2.26 -0.55
H -5.02 2.17 -3.20 0.22
H -4.50 2.93 -1.62 0.23
H -4.39 1.16 -1.86 0.26
H -3.30 3.31 -4.74 0.25
H -0.56 2.75 -5.12 0.24
H -0.28 0.49 -5.34 0.24
H 1.26 -1.75 -5.45 0.25
H 3.07 -1.78 -3.70 0.24
H 3.00 -0.28 -1.83 0.21
Se 2.64 2.51 4.76 1.31
N 0.95 2.98 4.92 -0.73
C 0.22 1.86 4.77 0.06
C -1.16 1.73 5.15 -0.18
C -1.77 0.51 5.00 -0.28
C -0.96 -0.61 4.64 0.05
N 0.34 -0.58 4.43 -0.49
C 0.98 0.61 4.59 0.23
N 2.32 0.75 4.64 -0.76
H -1.66 2.63 5.39 0.21
H -2.85 0.35 5.02 0.24
H -1.41 -1.59 4.67 0.19
Cl -5.44 -1.35 0.01 -0.53
Si -4.75 -1.43 1.96 0.62
Cl -4.57 0.47 2.88 -0.51
Cl -5.52 -2.73 3.48 -0.51
```

Summary:
**LUMO level**: -1.715 eV
**Highest occupied orbital energy**: -0.1601 hartree
**Frontier orbital gap**: 2.64 eV

4.
Molecular formula: C7H10
Method: DFT, ωB97M-V/def2-TZVPD

The geometry in XYZ format:
```
17
Properties=species:S:1:pos:R:3:nbo_charge:R:1
C 1.40 -1.50 -0.22 -0.45
C 0.39 -0.66 -0.01 0.07
C -1.10 -0.89 -0.04 -0.45
C -1.53 0.49 -0.55 -0.20
C -0.77 1.56 0.16 -0.23
C 0.53 0.83 -0.03 -0.26
C -0.36 1.20 -1.19 -0.24
H 1.26 -2.56 -0.37 0.20
H 2.42 -1.11 -0.27 0.20
H 1.50 -0.67 2.04 0.02
H -1.49 -1.10 0.97 0.22
H -1.39 -1.71 -0.70 0.22
H -2.54 0.69 -0.90 0.23
H -1.02 2.52 0.60 0.24
H 1.33 -0.09 2.47 -0.03
H 1.48 1.33 0.17 0.24
H -0.14 1.67 -2.13 0.24
```

Summary:
**LUMO level**: 1.179 eV
**Highest occupied orbital energy**: -0.3202 hartree
**SMILES**: C=C1C[C@@H]2[C@@H]3[C@H]1[C@H]23.[H][H]
**Frontier orbital gap**: 9.89 eV

5.
Molecular formula: C59H46BF7N2O4PdS2Sb
Method: DFT, ωB97M-V/def2-TZVPD

The geometry in XYZ format:
```
123
Properties=species:S:1:pos:R:3:lowdin_spin:R:1
Pd 0.66 0.07 -0.33 1.17
C -2.81 4.88 2.63 0.00
C -1.88 3.70 2.71 0.00
C -0.54 3.87 3.05 0.00
C 0.31 2.77 3.18 0.00
C -0.19 1.50 2.94 0.00
C -1.52 1.32 2.58 0.00
C -2.35 2.41 2.46 0.00
S 0.88 0.11 3.22 0.01
O 0.89 -0.71 1.96 0.05
C -0.30 -0.69 4.30 0.00
C -0.40 0.02 5.53 0.00
C -1.35 -0.30 6.44 0.00
C -2.33 -1.27 6.12 0.00
C -3.41 -1.52 6.99 0.00
C -4.40 -2.40 6.64 0.00
C -4.34 -3.06 5.40 0.00
C -3.28 -2.86 4.56 0.00
C -2.23 -1.97 4.90 0.00
C -1.11 -1.76 4.01 0.00
C -0.96 -2.89 3.01 0.00
C -0.78 -4.17 3.65 0.00
C -0.30 -4.26 4.99 0.00
C -0.13 -5.47 5.59 0.00
C -0.44 -6.67 4.91 0.00
C -0.89 -6.61 3.63 0.00
C -1.05 -5.37 2.97 0.00
C -1.49 -5.31 1.62 0.01
C -1.50 -4.13 0.96 0.01
C -1.18 -2.93 1.65 0.06
S -0.93 -1.59 0.43 0.14
O -2.05 -1.61 -0.54 0.05
C 0.47 -2.50 -0.32 0.01
C 0.32 -2.81 -1.67 0.03
C 1.34 -3.45 -2.35 0.00
C 2.51 -3.81 -1.69 0.01
C 3.63 -4.49 -2.43 0.00
C 2.61 -3.56 -0.32 0.00
C 1.60 -2.92 0.37 0.02
H -2.33 5.72 2.12 0.00
H -3.09 5.21 3.63 0.00
H -3.72 4.63 2.09 0.00
H -0.15 4.86 3.24 0.00
H 1.35 2.91 3.46 0.00
H -1.92 0.32 2.43 0.00
H -3.39 2.27 2.21 0.00
H 0.31 0.82 5.73 0.00
H -1.39 0.21 7.40 0.00
H -3.45 -0.99 7.93 0.00
H -5.23 -2.58 7.31 0.00
H -5.14 -3.72 5.10 0.00
H -3.26 -3.38 3.61 0.00
H -0.05 -3.36 5.53 0.00
H 0.26 -5.51 6.60 0.00
H -0.32 -7.62 5.41 0.00
H -1.13 -7.52 3.09 0.00
H -1.76 -6.23 1.11 0.00
H -1.76 -4.08 -0.09 0.00
H -0.61 -2.57 -2.17 0.00
H 1.22 -3.66 -3.40 0.00
H 3.48 -4.47 -3.51 0.00
H 3.71 -5.54 -2.12 0.00
H 4.59 -4.01 -2.20 0.00
H 3.50 -3.87 0.21 0.00
H 1.70 -2.75 1.43 0.00
O 2.76 6.80 -1.92 0.00
C 2.40 6.56 -0.57 0.00
N 1.51 5.43 -0.59 0.00
C 0.22 5.50 -0.18 0.00
O -0.29 6.47 0.33 0.00
C -0.55 4.22 -0.38 0.00
C -1.88 4.24 -0.77 0.00
C -2.54 3.04 -0.96 0.00
C -1.84 1.86 -0.77 0.01
N -0.57 1.85 -0.35 0.11
C 0.05 3.00 -0.13 0.01
H 3.40 7.52 -1.95 0.00
H 1.85 7.40 -0.14 0.00
H 3.28 6.34 0.03 0.00
H 1.81 4.63 -1.13 0.00
H -2.37 5.19 -0.94 0.00
H -3.57 3.01 -1.28 0.00
H -2.30 0.89 -0.94 0.00
H 1.07 2.93 0.23 0.00
F -0.59 6.09 -4.65 0.00
C -0.30 4.84 -4.29 0.00
C -1.31 3.90 -4.24 0.00
C -0.99 2.60 -3.87 0.00
C 0.32 2.25 -3.55 0.02
C 1.32 3.23 -3.60 0.00
C 1.01 4.53 -3.97 0.00
Sb 0.80 0.27 -2.97 0.13
C 2.66 0.06 -3.94 0.03
C 2.82 0.63 -5.20 0.01
C 4.01 0.49 -5.89 0.00
C 5.03 -0.23 -5.29 0.00
F 6.19 -0.37 -5.95 0.00
C 4.91 -0.81 -4.04 0.00
C 3.70 -0.66 -3.37 0.00
C -0.46 -0.83 -4.27 0.03
C 0.05 -1.49 -5.39 0.01
C -0.80 -2.22 -6.21 0.00
C -2.14 -2.28 -5.90 0.00
F -2.96 -2.98 -6.70 0.00
C -2.67 -1.65 -4.80 0.00
C -1.82 -0.93 -3.97 0.00
H -2.32 4.19 -4.50 0.00
H -1.78 1.86 -3.86 0.00
H 2.34 2.97 -3.35 0.00
H 1.77 5.30 -4.02 0.00
H 2.01 1.20 -5.66 0.00
H 4.16 0.92 -6.87 0.00
H 5.74 -1.35 -3.62 0.00
H 3.60 -1.09 -2.38 0.00
H 1.10 -1.44 -5.63 0.00
H -0.42 -2.75 -7.08 0.00
H -3.73 -1.74 -4.58 0.00
H -2.23 -0.47 -3.08 0.00
F 2.57 1.97 -1.20 0.02
B 3.26 1.30 -0.14 0.00
F 3.13 -0.11 -0.43 0.03
F 4.56 1.68 -0.05 0.00
F 2.53 1.56 1.04 0.00
```

Summary:
**Spin multiplicity**: 3
**Expectation value of S²**: 2.016
**LUMO level (spin up / spin down)**: -2.646 / -5.032 eV
**Highest occupied orbital energy (spin up / spin down)**: -0.3918 / -0.3946 hartree
**Charge**: +1
**Frontier orbital gap (spin up / spin down)**: 8.01 / 5.71 eV

6.
Molecular formula: C4H14N3O
Method: DFT, ωB97M-V/def2-TZVPD

The geometry in XYZ format:
```
22
Properties=species:S:1:pos:R:3:nbo_charge:R:1
C -1.38 -2.18 -0.65 -0.93
N -2.13 -0.95 -0.78 -0.72
C -1.41 0.08 -1.57 -0.03
O -0.30 0.53 -0.97 -1.02
H -1.46 -2.81 -1.54 0.10
H -1.75 -2.75 0.20 0.15
H -0.33 -1.92 -0.55 0.19
H -3.05 -1.10 -1.16 0.30
H -2.14 0.90 -1.71 0.06
H -1.22 -0.37 -2.56 0.05
C 0.97 1.07 1.67 -0.23
C 2.12 0.42 0.93 -0.25
N 2.32 1.13 -0.33 -0.91
N -0.07 0.08 1.98 -0.88
H 1.29 1.56 2.61 0.14
H 0.56 1.88 1.05 0.19
H 3.03 0.43 1.52 0.14
H 1.86 -0.63 0.76 0.18
H 1.38 1.13 -0.77 0.44
H 2.95 0.61 -0.93 0.32
H -0.67 0.44 2.71 0.32
H -0.61 -0.06 1.12 0.41
```

Summary:
**Spin multiplicity**: 2
**Expectation value of S²**: 0.751
**LUMO level (spin up / spin down)**: 6.675 / 6.483 eV
**Highest occupied orbital energy (spin up / spin down)**: 0.1668 / 0.0050 hartree
**Charge**: -2
**Frontier orbital gap (spin up / spin down)**: 2.14 / 6.35 eV